This record from the Open Molecules 2025 dataset describes a cluster of 16 separate species, C29H70F5O18P in total in a non-equilibrium geometry. The level of theory is ωB97M-V/def2-TZVPD.

frontier orbital gap = 7.1 eV
total energy = -90932.5414 eV
lowest unoccupied orbital energy = -1.360 eV

Structure (ORCA input):
```
! RIJCOSX wB97M-V def2-TZVPD def2/J DEFGRID3
* xyz 0 1
C -4.56488 -0.41529 0.72276
P -3.27953 -0.33031 -0.57757
C -3.81277 -1.18215 -2.11016
C -2.80805 1.34827 -0.89689
C -1.79888 1.82634 -1.61711
C -0.77318 1.02316 -2.38246
F 0.13365 1.81203 -2.95261
F -1.44517 0.36638 -3.35400
C -0.08846 0.04851 -1.46184
C -0.03442 -1.23828 -1.80846
C 0.59045 -2.08434 -0.93874
C 1.08833 -1.60028 0.20377
C 1.00774 -0.27809 0.53564
C 1.48998 0.30721 1.83312
F 0.45237 0.37770 2.67439
F 2.46040 -0.38310 2.38841
F 1.87303 1.58056 1.65084
C 0.41166 0.54926 -0.32623
C -1.77123 3.30100 -1.55184
O -0.94568 4.06761 -1.94259
O -2.90785 3.67746 -0.88299
C -3.50747 2.56765 -0.36718
O -4.44523 2.64023 0.36834
H -5.23334 -1.22806 0.48435
H -5.08793 0.50819 0.91047
H -4.06091 -0.70121 1.63082
H -3.11768 -1.99167 -2.26736
H -3.77016 -0.54735 -2.97721
H -4.78793 -1.62674 -1.97711
H -0.46786 -1.59212 -2.71583
H 0.67028 -3.13573 -1.10540
H 1.54071 -2.31161 0.87119
H 0.32589 1.59705 -0.11300
C 2.40556 5.14208 2.65021
O 3.12730 4.11235 3.35584
H 2.78844 6.10700 2.97224
H 2.56776 5.02506 1.57940
H 1.33841 5.09201 2.86627
H 2.78514 3.26831 3.04548
C 1.08785 8.17562 0.30437
O 1.34195 6.77445 0.21551
H 1.85517 8.61399 0.93640
H 1.13079 8.64081 -0.68383
H 0.10807 8.36463 0.75015
H 0.65387 6.39882 -0.34144
C 2.60422 0.70653 -5.35301
O 2.50081 -0.53896 -4.66362
H 3.64359 0.85116 -5.63362
H 1.98861 0.69413 -6.25702
H 2.29330 1.52928 -4.70546
H 1.58048 -0.65738 -4.41826
C 2.92611 4.42130 -1.29142
O 2.63291 3.85771 -2.56549
H 3.98804 4.30054 -1.09155
H 2.67519 5.48108 -1.26823
H 2.35441 3.89562 -0.51852
H 1.68573 3.97161 -2.68998
C -1.26857 -5.74068 -2.02117
O -1.43856 -4.41024 -2.52914
H -0.64406 -5.69235 -1.13202
H -2.24064 -6.16292 -1.75561
H -0.78310 -6.36500 -2.76986
H -1.99176 -4.47233 -3.31117
C 0.90901 -5.28060 -5.35683
O 0.60279 -6.48288 -4.64898
H 0.25174 -4.49739 -4.98735
H 1.94649 -4.98872 -5.18157
H 0.74444 -5.41960 -6.42692
H 1.18848 -7.16813 -4.97969
C -4.28871 6.44030 -2.27699
O -5.29716 5.43923 -2.42000
H -4.30049 7.07683 -3.15674
H -4.48725 7.04933 -1.39288
H -3.30689 5.97223 -2.18974
H -5.26703 4.89239 -1.62808
C 2.00601 -4.19010 3.42814
O 1.38102 -4.97677 2.40490
H 2.20960 -3.20586 3.01498
H 1.33707 -4.08846 4.28785
H 2.94102 -4.64203 3.73868
H 1.20616 -5.84379 2.77555
C 6.18666 -3.48422 4.58349
O 4.77174 -3.52398 4.39029
H 6.56826 -4.49228 4.44593
H 6.64386 -2.82308 3.84248
H 6.43721 -3.14278 5.58838
H 4.40743 -2.63976 4.48508
C -6.97318 2.70252 -4.19851
O -5.66101 3.23068 -4.32099
H -7.11743 1.97214 -4.99133
H -7.10786 2.20518 -3.23209
H -7.72205 3.49271 -4.30503
H -5.53934 3.87911 -3.61479
C 1.13735 -6.23088 -9.54642
O 2.15850 -6.43555 -8.57280
H 0.18091 -6.43684 -9.07350
H 1.14269 -5.19796 -9.90349
H 1.26758 -6.90792 -10.39428
H 3.00127 -6.25196 -8.99377
C 0.08356 4.27649 5.81133
O 0.82157 5.37300 5.29064
H -0.97147 4.52473 5.71583
H 0.29179 3.36459 5.24398
H 0.31667 4.10729 6.86326
H 1.75904 5.16810 5.36596
C -0.70418 1.35735 7.77225
O 0.65465 1.81038 7.82964
H -0.81541 0.75459 6.87535
H -0.94502 0.74706 8.64466
H -1.38906 2.20631 7.71970
H 0.74838 2.34392 8.62386
C 5.34911 -2.13277 7.87702
O 3.94510 -2.16589 7.70420
H 5.73281 -3.13979 7.73271
H 5.80369 -1.46456 7.13850
H 5.60847 -1.79404 8.88503
H 3.62602 -1.26079 7.83798
C -3.25930 -6.08872 1.16487
O -3.88078 -6.95560 0.21537
H -3.03679 -5.14494 0.67402
H -3.93532 -5.90856 2.00496
H -2.32895 -6.53405 1.52588
H -4.06639 -7.78172 0.66709
*
```

Mulliken atomic charge list, values in e, 2 entries:
1. C -1.21
2. P 0.85

=====

This record from the Open Molecules 2025 dataset describes a structure of composition C29H70N3O8Y in a non-equilibrium geometry. The level of theory is ωB97M-V/def2-TZVPD.

frontier orbital gap = 1.2 eV
relative energy (zero: lowest compared OMol25 entry of this formula, charge and spin) = 117.96 kcal/mol
total energy = -53069.4817 eV
lowest unoccupied orbital energy = -9.991 eV

Structure (ORCA input):
```
! RIJCOSX wB97M-V def2-TZVPD def2/J DEFGRID3
* xyz 2 1
Y -6.57729 5.47813 -2.71639
C -2.54415 1.87067 0.03887
C -3.59769 1.05723 -0.51926
O -4.44760 1.87409 -1.23804
H -2.01071 1.17431 0.68588
H -2.85589 2.59314 0.79317
H -1.82968 2.26080 -0.68599
H -4.14046 0.58421 0.29912
H -3.08913 0.36030 -1.18540
O -9.19450 -0.12451 -2.42667
H -8.25192 -0.28232 -2.48033
H -9.53102 -0.85524 -1.90800
O -6.39443 6.88526 1.00348
H -6.75879 7.73098 1.26469
H -6.65011 6.28671 1.70533
O -5.36041 3.61882 4.24068
H -5.47163 2.86575 3.66039
H -6.19840 3.69615 4.69679
O 1.65188 1.85955 -5.33380
H 2.09763 1.13834 -5.77808
H 1.77467 1.67976 -4.40169
C -7.05413 -9.20609 -3.12962
C -5.59346 -8.64048 -3.20000
C -5.68078 -7.47653 -4.27461
C -4.47378 -6.58980 -4.41578
C -4.37511 -5.95407 -3.01444
C -4.27640 -6.88304 -1.73563
N -5.21940 -8.05525 -1.87448
O -5.14564 -9.00188 -0.88116
C -2.76986 -7.38534 -1.60310
C -4.71455 -5.99428 -0.55719
C -4.54104 -9.67236 -3.62545
H -7.80219 -8.47660 -2.81921
H -6.98724 -10.03810 -2.42861
H -7.43783 -9.68599 -4.02994
H -5.80596 -7.90036 -5.27100
H -6.58570 -6.91557 -4.04102
H -4.51918 -5.94552 -5.29381
H -3.64493 -7.27840 -4.57992
H -5.22362 -5.29132 -2.84444
H -3.53080 -5.26934 -2.93462
H -2.54617 -7.90636 -0.67218
H -2.47770 -8.29477 -2.12815
H -2.00045 -6.63775 -1.79605
H -4.68743 -6.72068 0.25504
H -4.01506 -5.18697 -0.34027
H -5.74299 -5.64281 -0.47440
H -4.37833 -10.45233 -2.88163
H -3.52360 -9.30090 -3.74767
H -4.96159 -10.14959 -4.51060
H -5.82489 -8.66860 -0.29027
C 6.75777 -0.17065 -0.99877
C 6.00729 0.21973 -2.27829
C 6.91358 0.06460 -3.43600
C 7.21781 -1.37059 -3.89951
C 5.87982 -2.07312 -4.22244
C 4.74439 -2.04225 -3.12001
N 4.77317 -0.64356 -2.57019
O 3.68791 -0.18582 -1.77141
C 3.37953 -2.28727 -3.80651
C 4.99493 -3.08814 -2.00724
C 5.69184 1.71815 -2.20210
H 6.18130 0.07596 -0.10715
H 7.70406 0.37023 -1.00696
H 6.83285 -1.24693 -0.84352
H 6.70982 0.72849 -4.27614
H 7.89372 0.42242 -3.12076
H 7.53518 -1.99846 -3.06695
H 7.88445 -1.41186 -4.76089
H 6.26461 -3.07733 -4.40019
H 5.54484 -1.76235 -5.21204
H 3.33366 -1.85407 -4.80568
H 3.28575 -3.34658 -4.04559
H 2.49497 -2.21954 -3.17321
H 6.02271 -3.06761 -1.64482
H 4.46721 -2.80473 -1.09659
H 4.78241 -4.15276 -2.10477
H 4.71846 1.84614 -2.67563
H 6.40412 2.38194 -2.69213
H 5.47264 2.11028 -1.20899
H 3.79231 -0.54031 -0.88539
C 3.14079 8.53474 4.60744
C 2.60752 7.09607 4.47708
C 3.76217 6.16063 4.85149
C 4.02650 6.16745 6.39182
C 2.71177 5.85818 7.13207
C 1.51654 6.81424 6.80558
N 1.39665 6.83295 5.31641
O 0.29927 7.47714 4.84530
C 0.21321 6.12729 7.33467
C 1.80268 8.20253 7.40769
C 2.21296 6.80877 2.94558
H 3.77763 8.57459 3.72372
H 3.77155 8.61573 5.49269
H 2.25358 9.16561 4.55298
H 3.54805 5.13940 4.53632
H 4.61932 6.58330 4.32734
H 4.49054 7.01666 6.89340
H 4.75913 5.37127 6.52392
H 2.99486 6.12870 8.14931
H 2.39134 4.82254 7.24560
H 0.38128 5.99817 8.40387
H -0.69830 6.70630 7.18641
H -0.23610 5.27409 6.82646
H 1.49050 9.08316 6.84633
H 1.34676 8.19440 8.39772
H 2.87850 8.37769 7.41367
H 3.09879 6.82958 2.31078
H 1.64466 7.63697 2.52221
H 1.71608 5.86524 2.71988
H -0.37193 6.81155 4.67767
*
```

Mulliken atomic charge list, values in e, 2 entries:
1. Y 0.97
2. C -1.01

=====

This record from the Open Molecules 2025 dataset describes a cluster of 7 separate species, C29H72N10O7 in total in a non-equilibrium geometry. The level of theory is ωB97M-V/def2-TZVPD.

frontier orbital gap = 8.7 eV
relative energy (zero: lowest compared OMol25 entry of this formula, charge and spin) = 99.14 kcal/mol
SMILES = CC1(C)CCCC(C)(C)N1O.CC1(C)CCCC(C)(C)N1O.COC[C@H](C)N.COC[C@H](C)N.NC(N)=O.NC(N)=O.NC(N)=O
total energy = -60468.4840 eV
lowest unoccupied orbital energy = 0.340 eV

Structure (ORCA input):
```
! RIJCOSX wB97M-V def2-TZVPD def2/J DEFGRID3
* xyz 0 1
C 20.79858 19.29864 28.19079
C 21.94484 18.85215 29.10484
C 21.24464 18.12282 30.32412
C 22.09799 17.09828 31.02057
C 22.81976 16.26101 30.03758
C 23.73297 16.91227 28.99222
N 22.84668 17.91970 28.37420
O 23.38554 18.50409 27.28872
C 25.04487 17.44519 29.67955
C 24.28372 15.79493 27.96588
C 22.66088 20.09106 29.72135
H 20.09715 20.02809 28.59575
H 20.22137 18.52105 27.69049
H 21.15294 19.84594 27.31729
H 21.05750 18.70806 31.22444
H 20.38904 17.64702 29.84489
H 21.49139 16.40256 31.60032
H 22.92642 17.45647 31.63172
H 22.23867 15.59959 29.39495
H 23.37846 15.42470 30.45775
H 25.46616 18.22181 29.04121
H 24.91157 18.02007 30.59599
H 25.77141 16.73479 30.07399
H 24.99446 16.23139 27.26413
H 24.73033 15.03561 28.60781
H 23.39883 15.55070 27.37815
H 22.33746 20.22751 30.75329
H 22.54253 21.05030 29.21742
H 23.71635 19.83743 29.82013
H 22.64560 18.22310 26.74546
C 24.06691 23.21659 25.72344
C 23.03071 24.21325 26.24324
C 23.42948 25.52185 25.45414
C 22.31113 26.62321 25.49034
C 20.91690 26.04391 25.07824
C 20.45937 24.83976 25.95011
N 21.63358 23.79224 25.89609
O 21.30879 22.67319 26.60958
C 19.98445 25.27374 27.31190
C 19.32036 24.06891 25.18825
C 23.34642 24.46308 27.73310
H 25.06637 23.34727 26.13829
H 24.08028 23.33950 24.64047
H 23.67529 22.27747 26.11432
H 24.41653 25.89423 25.72828
H 23.47940 25.35978 24.37741
H 22.60149 27.52427 24.95007
H 22.25894 26.94751 26.52967
H 20.90495 25.80301 24.01526
H 20.14441 26.80227 25.20572
H 20.67289 26.04235 27.66317
H 18.97442 25.67783 27.24363
H 19.90457 24.39014 27.94512
H 18.48528 24.75872 25.06615
H 19.64210 23.83310 24.17387
H 18.92393 23.12899 25.57231
H 22.45725 24.95599 28.12620
H 24.20766 25.09222 27.95794
H 23.53069 23.43691 28.05110
H 21.65801 21.98840 26.03451
C 26.08176 20.73514 24.74580
O 27.13490 21.11774 25.25202
N 25.18627 19.93473 25.21354
N 25.71291 21.19236 23.59728
H 24.36746 19.86010 24.62696
H 25.12750 19.78348 26.21042
H 26.27909 21.91762 23.18070
H 24.91363 20.84167 23.08907
C 27.32044 22.98247 28.47208
O 27.73321 23.48381 29.45668
N 27.27878 23.60598 27.34884
N 26.84148 21.75322 28.37417
H 27.78036 24.48086 27.40458
H 27.27195 23.10458 26.47211
H 26.81795 21.12747 29.16662
H 26.52152 21.54949 27.43810
C 30.65943 21.15428 26.16747
O 31.73035 21.56758 26.49586
N 29.86881 21.72633 25.35182
N 30.16884 20.08913 26.69626
H 28.96666 21.30558 25.18096
H 30.14902 22.66090 25.09075
H 30.59055 19.87867 27.58955
H 29.74024 19.49091 26.00450
C 21.02826 20.55995 23.26239
C 22.35288 19.95077 23.42772
C 22.21201 18.48919 23.64621
O 21.73213 18.33179 24.97690
C 21.55126 16.93105 25.45593
N 23.08010 20.41038 22.26026
H 20.42865 20.12551 24.06229
H 20.49257 20.43510 22.32136
H 20.99229 21.64830 23.31019
H 22.86315 20.17061 24.36549
H 23.10199 17.86311 23.58254
H 21.55645 18.13047 22.85269
H 21.28297 16.25151 24.64701
H 20.91221 17.06781 26.32829
H 22.58450 16.62429 25.61844
H 22.63520 20.06580 21.42156
H 22.90544 21.40484 22.23468
C 30.04119 23.16285 22.19016
C 28.44027 23.36796 22.30052
C 28.07388 24.83073 22.16543
O 26.59983 24.84717 22.15477
C 25.97395 25.81002 23.03622
N 27.67951 22.49067 21.44656
H 30.47695 22.49264 22.93113
H 30.44684 24.15401 22.39302
H 30.28945 22.78122 21.19980
H 28.16017 23.15599 23.33237
H 28.44597 25.08594 21.17320
H 28.52925 25.55526 22.84056
H 25.72675 25.41324 24.02088
H 25.05442 26.16090 22.56776
H 26.55928 26.72876 23.07361
H 26.87447 23.08216 21.29772
H 28.16881 22.60387 20.57028
*
```

Mulliken atomic charge list, values in e, 2 entries:
1. C -1.85
2. C 1.72

=====

This record from the Open Molecules 2025 dataset describes a cluster of 11 separate species, C29H75BrCl2N3O10 in total in a non-equilibrium geometry. The level of theory is ωB97M-V/def2-TZVPD.

frontier orbital gap = 8.2 eV
total energy = -151312.4719 eV
lowest unoccupied orbital energy = -3.096 eV

Structure (ORCA input):
```
! RIJCOSX wB97M-V def2-TZVPD def2/J DEFGRID3
* xyz 1 1
C 2.88871 0.00498 -0.54963
C 3.45390 -0.52041 -1.83557
Cl 4.87762 0.30855 -2.39480
C 2.94482 -1.53001 -2.51303
Cl 3.72472 -2.03826 -3.99275
N 1.76040 -2.15480 -2.02781
C 0.62655 -1.98461 -2.96908
C -0.18650 -3.23630 -2.50942
N 0.93490 -4.21472 -2.55256
C 1.82431 -3.51757 -1.71220
N 2.49366 -4.09436 -0.79505
C 3.37477 -3.34978 0.11301
C 4.60191 -4.15924 0.60769
C 5.92774 -3.45450 0.25025
Br 6.84317 -4.34467 -1.24830
H 2.00146 -0.52939 -0.20733
H 2.61724 1.06239 -0.62014
H 3.62839 -0.07366 0.25881
H 0.93156 -2.26888 -3.98674
H 0.12777 -1.01890 -2.94886
H -0.27305 -3.04087 -1.43384
H -1.09674 -3.48459 -3.04135
H 1.29610 -4.36512 -3.49306
H 2.37337 -5.10096 -0.71726
H 3.73549 -2.41309 -0.30125
H 2.77792 -3.08885 0.99528
H 4.62907 -5.18259 0.22404
H 4.55036 -4.18930 1.69924
H 5.78457 -2.42075 -0.06853
H 6.57916 -3.41218 1.11829
C -2.09528 -1.41634 2.27600
C -1.24433 -1.46958 1.02622
O -2.05857 -1.74299 -0.11551
H -2.62342 -2.36088 2.42102
H -1.48629 -1.21487 3.15916
H -2.85221 -0.63435 2.18609
H -0.49704 -2.26474 1.09906
H -0.72310 -0.52007 0.87485
H -2.71752 -1.04057 -0.18902
C -5.18100 -1.57322 -2.63075
C -6.03937 -0.63656 -1.80253
O -5.25048 0.42148 -1.25856
H -4.38251 -1.99183 -2.01399
H -5.77386 -2.39143 -3.04264
H -4.70528 -1.03768 -3.45675
H -6.49221 -1.17257 -0.96887
H -6.83977 -0.20150 -2.40898
H -4.86079 0.90606 -1.99574
C 0.62053 1.47352 4.73747
C 1.46169 1.42349 3.47534
O 0.64365 1.15805 2.33384
H 0.09152 0.52992 4.88299
H 1.24075 1.66723 5.61426
H -0.13646 2.25801 4.66545
H 2.20221 0.62625 3.54114
H 1.98646 2.36770 3.31971
H -0.00491 1.86836 2.26907
C -8.39186 2.31476 -0.97702
C -7.54877 3.49712 -1.41371
O -6.94166 3.23513 -2.68394
H -7.77514 1.41723 -0.91129
H -8.85358 2.49740 -0.00518
H -9.18171 2.11182 -1.70523
H -6.74929 3.68234 -0.69741
H -8.15494 4.40244 -1.49327
H -7.65499 3.08367 -3.31509
C -6.83288 7.10543 -3.83259
C -7.98915 7.54796 -2.95585
O -7.88139 6.97799 -1.65193
H -6.80823 6.01823 -3.91540
H -6.91498 7.53178 -4.83385
H -5.87935 7.41658 -3.39583
H -8.93797 7.22031 -3.37856
H -8.01040 8.63874 -2.86484
H -7.04699 7.27521 -1.27287
C 10.41674 -6.60848 0.43141
C 10.81960 -5.14740 0.35780
O 10.73356 -4.66119 -0.97716
H 11.05602 -7.21205 -0.21365
H 10.49162 -6.98560 1.45304
H 9.38887 -6.74300 0.08386
H 11.85031 -5.01787 0.68493
H 10.17443 -4.53605 1.00047
H 9.81961 -4.76449 -1.26432
C 8.10835 -1.32578 4.67901
C 7.74190 -2.21965 3.51103
O 6.94158 -1.51278 2.55815
H 7.20843 -0.95254 5.17016
H 8.71027 -1.86523 5.41101
H 8.67331 -0.45560 4.33637
H 7.16069 -3.07609 3.85315
H 8.64244 -2.59054 3.01132
H 7.45847 -0.76068 2.24692
C -6.03653 -0.02208 4.31045
C -5.18069 1.14010 3.84310
O -4.57137 0.85063 2.58570
H -5.43354 -0.92690 4.40156
H -6.49599 0.19295 5.27631
H -6.82799 -0.23386 3.58733
H -4.38011 1.33539 4.55581
H -5.78430 2.04761 3.74395
H -5.27781 0.68771 1.94902
C 5.46288 2.94256 4.62817
C 5.04971 2.05473 3.46967
O 4.24497 2.77442 2.53616
H 4.58308 3.33592 5.13924
H 6.07020 2.39106 5.34776
H 6.03809 3.80014 4.27159
H 4.45919 1.21176 3.82672
H 5.93080 1.66305 2.95002
H 4.76954 3.51496 2.21089
C -5.44341 2.78345 -5.55146
C -6.26594 3.44124 -6.64545
O -6.46753 4.82231 -6.36211
H -5.94450 2.89074 -4.58739
H -5.29462 1.72079 -5.75856
H -4.46469 3.26244 -5.46230
H -7.24856 2.97574 -6.71642
H -5.76894 3.34580 -7.61660
H -5.60060 5.23980 -6.30917
*
```

Mulliken atomic charge list, values in e, 2 entries:
1. C -0.86
2. C 0.56